# 1
89
Properties=species:S:1:pos:R:3:forces:R:3 method="wB97M-V/def2-TZVPD" e_above_lowest_kcal_mol=8.6 spin_multiplicity=3 homo_lumo_gap_ev="6.91 / 7.31" lumo_energy_ha="-0.35020 / -0.35147" charge=+3
W -0.9071 0.5463 -0.1017 -0.21 0.62 -0.42
C -4.3143 -3.2212 -0.0289 -0.01 0.01 -0.01
C -2.8925 -3.6581 -0.3917 0.00 0.02 0.03
C -2.1524 -4.1708 0.8377 0.00 0.01 -0.03
C -2.1399 -2.5968 -1.1738 0.02 -0.03 0.01
C -0.9465 -2.0084 -0.7381 0.01 -0.40 -0.04
C -0.1690 -1.2157 -1.6123 0.05 -0.06 0.00
C -0.5921 -0.9584 -2.9263 0.01 0.08 -0.03
C 0.2412 -0.1505 -3.8707 0.00 0.02 0.03
C -1.8137 -1.4885 -3.3201 -0.05 -0.01 -0.02
C -2.5592 -2.2925 -2.4685 0.03 0.00 -0.03
H -4.8911 -4.0760 0.3222 -0.01 0.00 -0.01
H -4.8430 -2.7904 -0.8808 -0.01 0.00 0.00
H -4.3013 -2.4869 0.7795 0.01 0.00 0.00
H -2.9816 -4.4981 -1.0881 -0.03 0.00 0.00
H -2.0037 -3.3793 1.5786 -0.01 0.01 0.00
H -1.1821 -4.5970 0.5773 0.01 0.01 0.01
H -2.7372 -4.9529 1.3198 0.01 -0.01 -0.01
H -0.5007 -2.3313 0.1922 -0.06 -0.01 0.02
H 0.8618 -0.9947 -1.3524 0.03 -0.08 0.00
H 0.6721 -0.7877 -4.6457 0.00 -0.01 0.00
H 1.0510 0.3576 -3.3450 -0.02 -0.02 -0.01
H -0.3673 0.6049 -4.3692 0.00 0.00 0.00
H -2.1661 -1.3116 -4.3298 0.00 0.00 0.00
H -3.4685 -2.7481 -2.8451 0.00 0.00 0.00
C 1.2166 -3.0949 2.3413 -0.04 -0.02 0.00
N 2.1189 -2.1066 1.7241 0.04 0.01 0.03
C 3.5352 -2.5237 1.7688 0.00 -0.01 0.04
P 1.7142 -0.5386 1.8463 -0.16 0.12 -0.06
O 0.2988 -0.3546 1.3088 0.07 -0.15 0.33
O 2.7715 0.2026 0.9278 -0.04 -0.04 -0.15
P 2.5229 1.2805 -0.2720 0.14 -0.07 0.00
O 1.0117 1.4194 -0.3934 0.24 0.09 0.10
N 3.1840 2.6963 0.1149 -0.02 -0.07 0.08
C 4.6471 2.7917 0.2991 0.02 0.03 -0.04
C 2.4423 3.7456 0.8172 0.00 0.04 0.01
N 3.3732 0.6419 -1.4784 -0.20 0.08 -0.12
C 3.7798 1.4735 -2.6300 0.02 -0.02 0.01
C 3.5041 -0.7986 -1.7287 0.11 -0.05 0.06
N 1.8172 0.2222 3.2824 0.08 0.01 -0.03
C 0.8160 -0.0807 4.3164 -0.01 -0.02 0.02
C 3.1367 0.5663 3.8475 0.00 0.00 0.02
H 1.2662 -4.0194 1.7674 0.01 0.00 0.00
H 0.1863 -2.7396 2.3291 0.01 0.00 -0.01
H 1.5070 -3.3089 3.3720 0.01 0.00 0.00
H 3.6338 -3.4516 1.2072 0.00 0.01 -0.01
H 3.8640 -2.7030 2.7943 -0.01 0.00 0.00
H 4.1761 -1.7718 1.3161 0.00 0.00 -0.01
H 5.1531 1.9781 -0.2127 0.00 -0.01 0.00
H 4.9019 2.7588 1.3596 -0.02 0.00 0.01
H 4.9934 3.7368 -0.1162 0.00 0.00 -0.01
H 1.4377 3.8373 0.4152 -0.01 -0.01 -0.01
H 2.9479 4.6949 0.6487 0.00 0.00 0.00
H 2.4040 3.5659 1.8956 0.01 -0.01 0.00
H 3.6788 2.5299 -2.3992 0.00 0.01 0.00
H 3.1700 1.2401 -3.5033 0.01 -0.01 0.01
H 4.8226 1.2601 -2.8631 0.00 0.01 0.00
H 3.2190 -1.3773 -0.8531 -0.01 0.00 -0.02
H 4.5452 -1.0197 -1.9637 0.00 0.00 0.01
H 2.8910 -1.1033 -2.5784 -0.01 0.03 -0.01
H -0.0990 -0.4611 3.8643 0.00 0.02 -0.01
H 0.5831 0.8294 4.8682 0.01 0.00 0.01
H 1.1872 -0.8289 5.0194 0.01 0.00 0.00
H 3.8442 0.8012 3.0564 0.00 0.01 0.00
H 3.5368 -0.2473 4.4554 -0.01 -0.01 0.00
H 3.0188 1.4442 4.4813 0.00 0.00 0.00
N -1.1600 2.4919 0.9133 -0.03 0.04 0.09
C -1.7459 3.6466 0.1503 -0.03 -0.06 -0.01
C -1.0691 3.8528 -1.1950 -0.06 -0.06 0.03
C -1.4079 2.7522 -2.1667 0.13 0.38 -0.27
O -1.8922 2.9256 -3.2430 -0.02 -0.11 0.09
O -1.1325 1.4861 -1.7586 -0.13 -0.17 0.26
H -1.6850 2.4027 1.7823 0.00 -0.02 0.00
H -0.2162 2.7508 1.1999 0.02 0.02 0.00
H -1.6619 4.5441 0.7620 0.02 0.00 0.00
H -2.8085 3.4426 0.0123 0.00 -0.01 0.03
H 0.0164 3.9058 -1.0913 0.00 0.01 0.00
H -1.4100 4.7904 -1.6295 0.01 0.00 0.00
I -2.7063 -0.2981 2.3111 -0.17 0.03 -0.03
C -3.9040 0.2186 0.6825 0.35 -0.06 0.16
C -5.2735 0.2366 0.7002 -0.13 -0.04 0.09
C -5.9201 0.5155 -0.4993 0.07 0.01 -0.04
C -5.1570 0.7416 -1.6350 -0.10 -0.01 0.01
C -3.7801 0.7143 -1.5501 0.15 0.04 -0.03
N -3.1378 0.4698 -0.3860 -0.06 -0.10 -0.12
H -5.8225 0.0300 1.6083 0.01 0.00 0.00
H -7.0012 0.5457 -0.5396 0.00 0.00 0.00
H -5.6224 0.9499 -2.5883 0.02 0.00 -0.01
H -3.1582 0.9030 -2.4115 -0.02 0.00 -0.01

# 2
88
Properties=species:S:1:pos:R:3:forces:R:3 method="wB97M-V/def2-TZVPD" spin_multiplicity=2 homo_lumo_gap_ev="8.92 / 3.80" lumo_energy_ha="-0.10490 / -0.29339" charge=+1
C -5.4079 28.5428 -13.7421 -1.01 1.08 3.13
O -5.6711 28.1898 -12.5567 0.40 -1.01 -2.60
N -5.2344 29.8452 -13.9785 0.35 0.90 -1.01
C -4.9067 30.3886 -15.3040 0.91 -0.07 -0.06
C -5.4057 30.8582 -12.9167 -0.59 -0.78 0.29
H -5.3966 27.9201 -14.6501 0.22 -0.20 0.25
H -3.9064 30.8201 -15.2675 0.04 0.25 0.18
H -5.5669 31.1702 -15.6802 -0.36 -0.15 0.42
H -4.8014 29.6395 -16.0887 -0.43 -0.40 0.29
H -6.3647 31.3387 -13.1101 0.27 0.61 -0.17
H -5.5486 30.4041 -11.9362 0.25 -0.40 -0.29
H -4.5601 31.5382 -12.8132 -0.14 0.06 -0.53
C -8.8727 25.2989 -12.0138 -1.03 0.97 3.04
O -8.7003 26.4154 -11.5086 0.15 -0.74 -0.86
N -8.5798 25.0463 -13.2822 0.45 -1.24 -4.67
C -8.7215 23.6897 -13.8852 0.52 0.69 0.96
C -7.9828 25.9964 -14.2408 -0.38 0.94 0.82
H -9.3498 24.4793 -11.4544 0.28 -0.26 -0.19
H -7.6820 23.3694 -13.9546 0.37 -0.46 0.49
H -8.9772 23.7213 -14.9443 -0.79 0.38 0.26
H -9.3043 23.0400 -13.2322 0.03 0.03 -0.17
H -6.9055 25.9500 -14.0818 0.16 -0.01 -0.12
H -8.2828 25.8193 -15.2736 0.18 -0.70 0.37
H -8.3021 27.0195 -14.0425 0.09 -0.08 0.49
C -9.6978 22.1192 -9.6570 -0.64 -0.63 1.06
O -10.0391 22.3045 -10.8202 0.50 0.99 -0.70
N -9.9983 21.0071 -8.9920 -0.58 -1.58 0.95
C -9.7804 20.8365 -7.5422 1.19 -0.47 -0.15
C -10.6202 19.8374 -9.6435 0.43 0.35 -0.34
H -9.1819 22.7984 -8.9608 0.11 0.48 -0.61
H -8.9693 20.1350 -7.3465 0.28 -0.23 -0.45
H -10.6022 20.3411 -7.0253 -0.52 0.67 -0.27
H -9.4048 21.7286 -7.0409 -0.61 0.30 -0.22
H -10.5526 19.9286 -10.7276 -0.14 0.29 0.14
H -10.0684 18.9291 -9.4015 0.03 0.08 0.34
H -11.6627 19.7145 -9.3501 0.02 0.09 0.05
C -4.3236 23.7127 -16.9936 0.67 -0.08 -0.54
C -3.9674 22.6318 -16.0428 0.25 -1.91 -0.07
O -3.5197 21.5491 -16.4375 -0.78 2.17 1.04
C -4.2651 22.9226 -14.5803 0.60 -1.09 0.08
H -5.1468 24.3321 -16.6376 -0.14 -0.16 -0.31
H -4.4275 23.2175 -17.9591 -0.50 0.45 -0.10
H -3.4447 24.3518 -17.0783 0.08 0.23 0.00
H -5.3308 23.0735 -14.4083 -0.02 0.12 -0.14
H -3.7038 23.7711 -14.1889 -0.04 0.17 -0.22
H -3.9599 22.0348 -14.0266 -0.09 0.09 0.20
C -11.0685 20.7935 -15.1576 -0.24 0.14 -0.33
C -11.4136 21.6318 -16.3284 -0.05 0.77 -1.15
N -11.7128 22.2543 -17.2666 0.65 -1.04 1.74
H -10.1566 20.2103 -15.2860 -0.08 0.05 -0.42
H -11.9043 20.1051 -15.0324 0.10 -0.02 0.28
H -10.9207 21.3841 -14.2535 -0.36 0.15 -0.09
C -12.2947 25.0998 -11.5082 0.41 0.25 -1.13
C -12.1630 24.5986 -12.9341 -0.22 -0.13 1.24
N -12.0245 24.2084 -14.0116 0.18 0.34 0.67
H -13.2837 25.5054 -11.2953 0.00 -0.18 -0.26
H -11.5988 25.9351 -11.4300 -0.12 0.23 0.00
H -12.0037 24.3921 -10.7319 -0.15 -0.49 -0.54
C -9.3361 29.5161 -12.6760 -0.75 -0.81 0.87
C -10.6070 29.0180 -12.1234 1.09 0.71 -1.22
N -11.5908 28.5684 -11.7742 -1.22 -0.72 0.73
H -9.3535 30.6057 -12.6968 0.31 -0.19 -0.08
H -9.1933 29.0564 -13.6540 -0.01 0.41 -0.09
H -8.6341 29.0723 -11.9700 0.69 0.56 -0.21
C -6.5550 25.9566 -8.7233 -0.37 -0.86 -0.80
C -6.7449 24.5291 -8.3947 -0.41 -2.95 0.78
N -6.9555 23.3953 -8.1467 0.66 3.51 -0.79
H -6.4357 26.0387 -9.8037 0.18 -0.11 -0.15
H -5.6643 26.3922 -8.2704 -0.46 0.06 0.37
H -7.5216 26.4274 -8.5441 0.50 0.43 0.58
C -4.2600 25.0575 -11.5855 1.12 0.97 -0.21
C -5.3012 24.0784 -11.5793 -2.32 -3.16 -0.11
N -6.1281 23.2416 -11.6074 1.92 2.54 -0.08
H -4.3113 25.6914 -10.7002 -0.15 0.19 -0.25
H -4.3036 25.6350 -12.5089 -0.45 0.44 0.23
H -3.2355 24.6881 -11.6305 -0.19 -0.76 0.30
C -10.7311 26.3009 -8.5887 0.43 0.57 0.66
C -9.7672 26.1920 -7.4735 1.49 -0.66 2.14
N -9.0440 26.0951 -6.5520 -1.93 0.32 -2.60
H -10.3072 26.9487 -9.3560 -0.04 -0.09 -0.10
H -11.5895 26.8215 -8.1642 -0.24 -0.16 -0.26
H -11.0137 25.3371 -9.0121 0.12 0.06 0.27
C -9.6853 26.5697 -17.3727 0.43 0.95 0.62
C -9.6201 27.9007 -16.7232 0.44 -1.01 -0.23
N -9.5646 28.9344 -16.2359 0.07 0.37 0.35
H -8.7080 26.2597 -17.7427 -0.02 0.50 -0.55
H -10.4271 26.7343 -18.1542 0.00 -0.98 -0.02
H -9.8725 25.8078 -16.6161 -1.03 0.06 -0.24

# 3
85
Properties=species:S:1:pos:R:3:forces:R:3 method="wB97M-V/def2-TZVPD" e_above_lowest_kcal_mol=188.9 spin_multiplicity=1 homo_lumo_gap_ev=6.86 lumo_energy_ha=-0.17271 charge=+1
C -0.4368 -2.5679 0.8170 -1.35 -1.80 -0.26
N -1.5218 -1.5529 0.6080 0.27 1.06 0.37
C -0.7378 -0.2629 0.5520 0.38 3.03 -0.05
C -2.2328 -1.8639 -0.6320 -1.69 -2.91 -2.46
C -2.4348 -1.4849 1.8170 0.45 -1.79 1.02
C -3.5468 -0.4729 1.8420 -0.36 2.01 -3.83
O -4.1398 -0.4499 3.0840 -2.53 -7.15 -3.74
H 0.3932 -2.4399 0.1740 0.72 0.72 -0.58
H -0.7138 -3.6299 0.6820 -0.83 0.67 -0.18
H -0.2098 -2.5089 1.8260 0.99 0.35 1.91
H 0.0892 -0.4829 -0.1260 -0.37 0.68 -0.35
H -0.2178 0.0591 1.5200 -1.02 -1.30 -0.81
H -1.3208 0.7391 0.2870 0.91 -2.74 -0.08
H -1.5648 -2.1199 -1.5000 -0.27 1.34 0.91
H -3.1238 -1.2679 -0.9350 1.31 0.34 0.45
H -2.7098 -2.9149 -0.6090 0.62 1.38 0.99
H -1.7718 -1.1019 2.6320 -0.38 -1.30 -0.29
H -2.8558 -2.5549 1.9250 0.83 1.72 0.35
H -4.3248 -0.7229 0.9860 1.27 0.67 1.76
H -3.0378 0.5931 1.5740 -1.43 -2.25 0.53
H -3.8848 0.2701 3.4610 2.44 7.24 4.28
C 4.5892 -1.5119 0.4360 3.97 5.32 -1.11
C 5.8122 -0.7209 0.5980 -1.51 -3.24 2.08
C 6.0522 0.5221 -0.0950 -0.45 4.48 -2.26
O 7.0142 1.2691 0.1220 -0.57 -1.80 0.35
C 5.0412 1.0391 -1.0900 -4.93 -4.75 -0.16
C 3.7172 0.1711 -1.2550 6.78 6.35 -2.13
C 3.4802 -1.0069 -0.4450 -2.35 -3.19 0.39
O 2.3632 -1.6029 -0.5870 3.19 1.54 0.77
O 2.9332 0.4521 -2.3220 -1.16 -2.74 2.20
O 6.8292 -1.0179 1.5300 -4.41 -2.23 -1.77
H 4.6092 -2.3509 1.0170 -0.84 -2.25 1.21
H 5.2652 1.8571 -1.8210 -0.18 -0.85 1.04
H 3.0542 1.2341 -2.8240 0.97 1.33 -0.19
H 7.4702 -0.3489 1.5470 1.53 2.05 -0.41
C -1.0898 3.1221 2.3960 -3.41 -4.41 1.75
C -2.5398 2.8681 3.0770 -0.87 -2.48 -1.78
O -2.6938 1.9161 3.8250 0.69 0.73 0.00
C -3.8048 3.5741 2.5360 1.87 -1.28 -2.76
H -1.1498 2.6881 1.4000 -0.09 0.56 -0.26
H -0.5268 2.3841 2.9950 0.57 1.17 -0.11
H -0.9728 4.1231 2.4500 1.48 3.10 -0.05
H -3.8678 3.4831 1.3720 0.72 0.26 1.84
H -3.4668 4.5451 2.7480 -1.02 2.12 0.21
H -4.7738 3.1901 2.8100 0.05 0.23 1.13
C 1.3612 5.0191 -0.5190 2.35 3.20 3.10
C 1.3832 3.5891 -0.1800 0.95 -1.47 0.12
O 0.4782 2.8441 -0.5570 1.14 0.76 0.69
C 2.6072 3.0451 0.6260 -2.24 7.00 1.11
H 2.3442 5.4881 -0.9280 -1.74 -1.18 0.43
H 1.1452 5.7581 0.4380 0.57 -2.15 -1.98
H 0.5282 5.1151 -1.0980 -1.96 0.88 -2.11
H 2.5632 3.6391 1.6340 0.43 -1.36 -1.70
H 3.5222 3.1461 0.1410 1.59 0.79 -0.83
H 2.4222 2.1091 0.6870 -1.11 -6.50 1.23
C -3.1848 -1.1629 -5.9090 -3.16 -4.04 -0.91
C -3.5198 -1.1289 -4.5050 -1.25 -3.37 4.70
O -3.3678 -2.1599 -3.7500 -0.26 3.65 -2.53
C -4.1318 0.1311 -3.8420 -1.91 0.57 -2.97
H -4.1638 -1.0529 -6.4730 1.46 0.52 0.24
H -2.7518 -2.1469 -6.1920 -0.58 0.32 0.40
H -2.4278 -0.5449 -6.0710 2.71 3.60 -1.38
H -3.6178 0.1651 -2.9800 1.55 0.19 3.44
H -5.2808 0.1321 -3.5630 2.35 -0.28 -1.08
H -3.8028 1.0861 -4.3620 -0.89 -1.12 0.22
C 0.0472 1.6981 -4.2670 2.10 0.56 -1.29
C -0.4598 0.4911 -3.4650 3.30 1.14 1.02
O -1.2248 0.6511 -2.5530 -1.08 -0.40 -0.09
C 0.3482 -0.8139 -3.5900 -1.13 -0.25 -3.67
H -0.6918 2.6221 -4.3320 1.49 -2.27 -0.28
H 0.6262 1.2731 -5.2690 -2.03 1.52 2.11
H 0.9892 2.1071 -3.6700 -2.02 -0.87 -0.82
H 0.1072 -1.5089 -2.8590 0.15 -0.82 2.08
H 1.3272 -1.0389 -4.1110 -0.68 1.35 1.16
H -0.2758 -1.2869 -4.3800 -0.14 -0.02 -0.22
C 2.2522 -2.9519 4.5020 5.26 -5.63 0.72
C 0.9152 -3.7099 4.3880 1.94 -0.71 2.30
O -0.0088 -2.9989 4.2130 -2.88 1.26 -1.27
C 0.7422 -5.2099 4.7250 -5.16 0.28 -1.86
H 2.9792 -3.1169 5.5150 -2.66 0.90 -2.48
H 2.3272 -2.0789 3.9790 -0.82 3.14 -0.16
H 3.1132 -3.4259 3.7600 -2.05 -0.03 1.51
H 0.1742 -5.7809 3.8550 1.90 1.17 1.18
H -0.0338 -5.5279 5.5120 1.00 1.59 -0.63
H 1.5992 -5.6079 5.0450 3.47 -1.95 0.60